Entry 1:
Here is a molecular structure, C39H95O15PS in a non-equilibrium geometry from the OMol25 dataset. Energies are from the ωB97M-V functional and the def2-TZVPD basis.

Its orbital gap is 9.5 eV. For the LUMO energy, the calculation gives 0.013 eV. Its total energy is -3410.949465 hartree.

Element x y z (Å)
C1 -4.30768 1.69296 2.23253
C2 -3.97030 2.28289 0.79459
C3 -4.32379 3.81923 0.75184
C4 -3.38749 4.66887 -0.18874
C5 -3.23277 4.10301 -1.65439
C6 -1.99803 3.12090 -1.82598
C7 -2.54902 1.67151 -2.16949
C8 -2.56541 1.38725 -3.72747
C9 -3.03453 -0.10377 -4.00322
C10 -1.77397 -1.02058 -3.69687
C11 -2.19266 -2.47178 -3.23864
C12 -1.40930 -2.92871 -1.92328
C13 -0.51984 -4.21741 -2.09415
C14 -0.99040 -5.45837 -1.25150
C15 -1.26209 -5.14729 0.26003
C16 0.00474 -5.11903 1.18277
C17 0.90002 -3.84352 0.99976
C18 0.48893 -2.64020 1.94667
C19 1.45287 -1.44338 1.54663
C20 0.94111 -0.71393 0.21751
C21 0.31427 0.70093 0.47101
O1 0.02247 1.11026 1.83070
S1 0.05428 2.77102 1.93597
O2 -1.26155 3.42433 1.76414
O3 0.64877 3.09455 3.24635
O4 1.17657 3.08511 0.72827
C22 0.93511 1.99220 -0.18812
C23 2.17880 1.90360 -1.14848
P1 1.63487 2.25851 -2.90382
O5 1.00764 3.64468 -2.93293
O6 2.95697 2.31135 -3.91947
O7 0.52262 1.10674 -3.38790
H1 -4.62892 2.47981 2.95413
H2 -5.14107 0.94815 2.18427
H3 -3.42048 1.18088 2.68807
H4 -2.91511 2.07296 0.51260
H5 -4.66656 1.77230 0.07973
H6 -5.40193 4.01863 0.51466
H7 -4.17480 4.23430 1.79699
H8 -2.39271 4.81073 0.29400
H9 -3.84653 5.69226 -0.26734
H10 -4.15556 3.58626 -2.02700
H11 -3.08806 4.99145 -2.32443
H12 -1.42654 3.06777 -0.86094
H13 -1.30358 3.47301 -2.62709
H14 -3.60063 1.52829 -1.82586
H15 -1.92373 0.91208 -1.62675
H16 -3.19581 2.13814 -4.26240
H17 -1.51908 1.45010 -4.11889
H18 -3.93309 -0.39486 -3.41240
H19 -3.30697 -0.18127 -5.08866
H20 -1.15923 -0.47879 -2.94742
H21 -1.25279 -1.14322 -4.68324
H22 -2.12667 -3.23796 -4.04755
H23 -3.28434 -2.41470 -2.97485
H24 -2.18738 -3.00869 -1.13395
H25 -0.70294 -2.07913 -1.71721
H26 -0.59639 -4.52010 -3.17535
H27 0.55951 -3.96503 -1.95461
H28 -1.84890 -5.96217 -1.76727
H29 -0.15104 -6.20706 -1.29205
H30 -1.82662 -4.20481 0.44605
H31 -1.91449 -5.98005 0.64273
H32 0.57710 -6.08240 1.11534
H33 -0.37881 -5.09533 2.24105
H34 0.91458 -3.43154 -0.03579
H35 1.94998 -4.13604 1.26971
H36 0.67472 -2.93298 3.00727
H37 -0.58534 -2.36110 1.81947
H38 1.61145 -0.74023 2.39371
H39 2.44350 -1.89223 1.29086
H40 0.10003 -1.36011 -0.14792
H41 1.71794 -0.74459 -0.57783
H42 -0.70913 0.63465 0.00677
H43 0.13091 2.39303 -0.86388
H44 2.84908 2.76269 -0.87949
H45 2.80174 0.98723 -1.04314
H46 2.68283 2.67446 -4.77339
H47 0.46859 0.46701 -2.65885
C24 -4.78447 8.04315 2.06804
C25 -4.98825 6.94819 3.09789
O8 -3.87983 6.05541 3.10638
H48 -4.65835 7.61259 1.07287
H49 -5.63529 8.72785 2.05045
H50 -3.87891 8.61549 2.28654
H51 -5.88088 6.36617 2.86429
H52 -5.10614 7.37489 4.09952
H53 -3.09520 6.56927 3.32159
C26 0.44481 6.63063 4.69229
C27 -0.79087 6.14968 5.42883
O9 -1.71088 5.55230 4.52447
H54 0.17292 7.35483 3.92138
H55 1.15382 7.09760 5.38081
H56 0.94219 5.79819 4.18768
H57 -1.29686 6.98580 5.91372
H58 -0.52309 5.41514 6.19687
H59 -1.26242 4.80797 4.10503
C28 1.17906 2.56517 6.82011
C29 0.25343 2.45331 8.01616
O10 0.99697 2.47979 9.23178
H60 1.90310 1.74764 6.81915
H61 0.61583 2.53794 5.88473
H62 1.74935 3.49769 6.85835
H63 -0.29813 1.51299 7.98591
H64 -0.46884 3.27646 8.02682
H65 1.47451 3.31385 9.26216
C30 4.18929 -4.60881 -4.81563
C31 2.71118 -4.44934 -4.52352
O11 2.51255 -3.74061 -3.30032
H66 4.68426 -5.14537 -4.00326
H67 4.34450 -5.15602 -5.74470
H68 4.67600 -3.63184 -4.89679
H69 2.23539 -5.42491 -4.42257
H70 2.21248 -3.90356 -5.33146
H71 2.92461 -2.87685 -3.39488
C32 5.12219 -8.53649 -7.64995
C33 3.94849 -8.35102 -6.70856
O12 3.44889 -7.01801 -6.80014
H72 5.92000 -7.83049 -7.40978
H73 5.51893 -9.55155 -7.58564
H74 4.82249 -8.34221 -8.68304
H75 4.25574 -8.52537 -5.67654
H76 3.14008 -9.04828 -6.94972
H77 3.17177 -6.87453 -7.71077
C34 4.47666 7.47094 4.96306
C35 4.33232 8.45798 6.10553
O13 5.35356 8.25413 7.07742
H78 4.42295 6.44552 5.33395
H79 3.69142 7.61773 4.21839
H80 5.44851 7.58367 4.47483
H81 3.37077 8.32828 6.60345
H82 4.39481 9.48810 5.73939
H83 6.20049 8.37907 6.63976
C36 -0.84177 -9.49682 -8.26355
C37 0.37630 -8.69482 -8.67895
O14 1.40310 -9.56462 -9.15006
H84 -0.58005 -10.21021 -7.47993
H85 -1.63403 -8.84270 -7.89403
H86 -1.22962 -10.07495 -9.10653
H87 0.77435 -8.13591 -7.83026
H88 0.12333 -7.98386 -9.47262
H89 1.05043 -10.04775 -9.90306
C38 1.91551 -1.76863 6.52316
C39 0.94310 -2.89876 6.24481
O15 1.06576 -3.34545 4.89489
H90 1.73241 -0.93151 5.84624
H91 1.82191 -1.41604 7.55215
H92 2.94581 -2.09545 6.35743
H93 -0.08385 -2.56305 6.39050
H94 1.12793 -3.74449 6.91460
H95 1.97028 -3.65128 4.77029

=====

Entry 2:
Here is a single C6H15B molecule in a non-equilibrium geometry from the OMol25 dataset. Energies are from the ωB97M-V functional and the def2-TZVPD basis.

Its structure (SMILES) is BC(C)(C)C(C)C. Its orbital gap is 9.7 eV. For the LUMO energy, the calculation gives 0.179 eV. Its total energy is -262.324549 hartree. For the energy relative to the best compared isomer or geometry (same formula, charge and spin), the calculation gives 308.5 kJ/mol.

Element x y z (Å)
B1 -1.44189 -0.74575 -1.13738
C1 -0.20207 -0.65423 0.31000
C2 0.87392 -1.67362 0.00826
C3 -0.66374 -0.85648 1.78604
C4 0.42026 0.76378 0.15387
C5 1.32850 1.00401 -1.03221
C6 -0.74257 1.82649 0.04731
H1 -2.65422 -0.88166 -1.15843
H2 -0.83338 -0.64203 -2.11369
H3 1.91797 -1.24036 0.18866
H4 0.68286 -2.08578 -1.08385
H5 0.87124 -2.63275 0.67107
H6 -0.98092 -1.83446 1.81099
H7 -1.34778 -0.14932 2.02520
H8 0.11051 -0.57397 2.41686
H9 0.88818 1.11169 1.04132
H10 1.44565 2.03608 -1.39482
H11 2.33054 0.52052 -0.91841
H12 0.95368 0.58251 -1.88163
H13 -1.24731 1.87589 1.10414
H14 -0.24957 2.67534 -0.21623
H15 -1.45985 1.57410 -0.62707

=====

Entry 3:
Here is a molecular structure, C12H12 in a non-equilibrium geometry from the OMol25 dataset. Energies are from the ωB97M-V functional and the def2-TZVPD basis.

Its orbital gap is 8.5 eV. For the LUMO energy, the calculation gives 0.537 eV. Its total energy is -464.253772 hartree. For the energy relative to the best compared isomer or geometry (same formula, charge and spin), the calculation gives 573.1 kJ/mol.

Element x y z (Å)
C1 0.57649 3.71812 -0.53649
C2 0.34618 2.33568 -0.27612
C3 -0.59012 1.82992 0.77963
C4 -0.73467 0.58979 1.16880
C5 -0.23315 -0.42201 0.41957
C6 -0.48296 -1.76360 0.59940
C7 -1.12090 -2.46815 1.65500
C8 -0.29225 -2.78440 -0.38972
C9 0.70369 -2.51276 -1.42111
C10 1.26297 -1.18442 -1.39597
C11 0.66717 -0.04046 -0.62767
C12 0.84074 1.35675 -0.94743
H1 -0.31332 4.11049 -1.05277
H2 1.14259 4.13218 0.40087
H3 1.19801 3.71345 -1.50402
H4 -1.07492 2.70726 1.24359
H5 -1.66349 0.52553 1.70186
H6 -0.84253 -3.71277 2.24577
H7 -0.83679 -1.74002 2.58725
H8 -2.18646 -2.28419 1.65705
H9 -0.46896 -3.75067 -0.38751
H10 0.98866 -3.44630 -1.88742
H11 2.07842 -0.62684 -1.98988
H12 1.03560 1.71742 -2.04270

=====

Entry 4:
Here is a gas-phase ion, C7H12 (charge +1) in a non-equilibrium geometry from the OMol25 dataset. Energies are from the ωB97M-V functional and the def2-TZVPD basis.

Its orbital gap (spin up / spin down) is 10.0 / 6.9 eV. As for the multiplicity: 2. For the LUMO energy (spin up / spin down), the calculation gives -4.821 / -8.142 eV. Its total energy is -273.510553 hartree. For the energy relative to the best compared isomer or geometry (same formula, charge and spin), the calculation gives 178.7 kJ/mol. The total charge is +1.

Element x y z (Å)
C1 0.25080 2.42170 -1.18187
C2 1.08581 1.16216 -0.74312
C3 0.67118 0.34777 0.44257
C4 1.16298 0.62385 1.58285
C5 -1.74156 -2.77173 0.08013
C6 -0.76613 -1.71937 0.66723
C7 -0.15837 -0.74460 -0.05718
H1 0.26261 3.25387 -0.44299
H2 -0.90731 2.29793 -1.24284
H3 0.70599 2.76357 -2.14715
H4 1.65512 0.81779 -1.58106
H5 1.98984 1.68321 -0.26622
H6 1.93976 1.27544 1.74584
H7 0.76097 0.13055 2.51219
H8 -2.71846 -2.79436 0.68493
H9 -1.93779 -2.56252 -0.93435
H10 -1.25117 -3.76920 0.28423
H11 -0.54077 -1.85729 1.69217
H12 -0.46348 -0.55877 -1.09537

=====

Entry 5:
Here is a molecular structure, C29H40F14GaO11S2 in a non-equilibrium geometry from the OMol25 dataset. Energies are from the ωB97M-V functional and the def2-TZVPD basis.

Its orbital gap is 4.6 eV. For the LUMO energy, the calculation gives -0.684 eV. Its total energy is -6075.464665 hartree. The total charge is -1.

Element x y z (Å)
C1 0.18463 -2.07705 2.35485
C2 0.60295 -0.72847 2.15216
Ga1 1.60058 1.06866 1.73607
C3 3.49594 0.97190 2.56162
C4 4.72154 1.24067 1.45750
C5 5.53331 -0.13616 1.06090
S1 5.22176 -0.75450 -0.68025
O1 4.06377 -1.82612 -0.72339
O2 6.48204 -1.48000 -1.25075
O3 4.85276 0.50612 -1.81119
C6 1.82530 1.16942 -0.32859
C7 0.41811 1.26314 -1.16310
C8 0.40888 0.48958 -2.60791
F1 0.03205 1.53416 -3.63303
F2 1.71465 -0.05073 -3.04575
C9 -0.83306 -0.62791 -2.68600
F3 -1.05788 -1.00443 -4.09666
F4 -2.05702 0.15993 -2.27892
C10 -0.66363 -1.86820 -1.63118
F5 0.70537 -1.89001 -0.99013
F6 -1.57252 -1.51929 -0.47052
C11 -1.18342 -3.32589 -2.14384
F7 -2.49936 -3.24812 -2.88260
F8 -1.52097 -4.10391 -0.89139
S2 0.02102 -4.37405 -3.09328
F9 0.96603 -3.06719 -3.65025
F10 1.02265 -4.70499 -1.74440
F11 -0.91587 -5.77677 -2.62932
F12 -1.03898 -4.27876 -4.48223
F13 1.01662 -5.41980 -4.01941
C12 0.51445 2.62323 2.56026
C13 -0.21840 3.60265 1.46789
F14 -0.52773 2.04632 3.47784
H1 -0.02860 -3.23052 2.54305
H2 3.58604 1.83653 3.37741
H3 3.64993 -0.10162 3.00965
H4 5.50670 1.91663 2.05120
H5 4.37605 1.88588 0.54366
H6 5.31984 -1.03745 1.80682
H7 6.69335 0.12131 1.12256
H8 5.28093 0.26319 -2.68492
H9 2.44294 2.16738 -0.53587
H10 2.52420 0.28008 -0.63100
H11 -0.43323 0.86442 -0.43022
H12 0.17095 2.42013 -1.31297
H13 1.23707 3.24964 3.27410
H14 0.59104 3.95831 0.69935
H15 -0.68998 4.52359 2.06201
H16 -1.06065 2.95149 0.93019
O4 -2.98714 4.67986 2.47165
C14 -3.73333 3.77349 2.14018
O5 -4.01961 3.44642 0.84586
C15 -5.00639 2.41597 0.83053
C16 -4.91055 1.75338 2.17987
C17 -4.50073 2.89242 3.07878
H17 -5.98668 2.87355 0.66079
H18 -4.79612 1.71615 0.01649
H19 -5.83964 1.26598 2.48708
H20 -4.11902 0.99426 2.16504
H21 -5.36603 3.44270 3.45858
H22 -3.86933 2.54752 3.90085
O6 3.83423 4.13879 -0.86047
C18 3.40189 4.27586 -1.99293
O7 2.66817 5.34824 -2.41227
C19 2.23937 5.12607 -3.75486
C20 3.20120 4.11226 -4.31698
C21 3.55339 3.28468 -3.10683
H23 1.20905 4.75562 -3.73573
H24 2.26733 6.06739 -4.31142
H25 2.77913 3.52796 -5.13893
H26 4.09965 4.61966 -4.68893
H27 2.84586 2.46491 -2.95451
H28 4.57722 2.90776 -3.16271
O8 -9.09442 1.18837 3.40114
C22 -8.61480 1.77379 4.35793
O9 -7.28116 2.01511 4.52327
C23 -7.06917 2.61952 5.79823
C24 -8.39387 3.23006 6.17417
C25 -9.38421 2.28882 5.53645
H29 -6.75345 1.84422 6.50420
H30 -6.27956 3.37278 5.72250
H31 -8.52666 3.33925 7.25380
H32 -8.48669 4.22390 5.71956
H33 -9.63218 1.45171 6.19492
H34 -10.28842 2.81297 5.21850
O10 4.62407 -10.46072 -1.38162
C26 4.32847 -9.50634 -2.08158
O11 3.99400 -9.59464 -3.40238
C27 3.81671 -8.28064 -3.92942
C28 3.52760 -7.40889 -2.73552
C29 4.32281 -8.07396 -1.64065
H35 4.73521 -7.98511 -4.44727
H36 2.98982 -8.27906 -4.64557
H37 3.79293 -6.36023 -2.89384
H38 2.45895 -7.45467 -2.49280
H39 5.35228 -7.70689 -1.60498
H40 3.83765 -7.96266 -0.66820

=====

Entry 6:
Here is a molecular structure, C42H42AlN2OSb2 in a non-equilibrium geometry from the OMol25 dataset. Energies are from the ωB97M-V functional and the def2-TZVPD basis.

Its orbital gap is 7.9 eV. For the LUMO energy, the calculation gives -2.720 eV. Its total energy is -2533.140609 hartree. The total charge is +1.

Element x y z (Å)
Al1 -1.10158 0.07171 -0.96377
C1 1.53222 2.21497 -0.34852
C2 1.52533 2.29786 1.18730
C3 0.22307 1.88037 1.93675
Sb1 -0.07234 -0.26523 1.65368
C4 1.35534 -0.52014 3.26454
C5 2.73028 -0.44490 3.08600
C6 3.57616 -0.33400 4.18182
C7 3.05712 -0.30707 5.46585
C8 1.68485 -0.39789 5.65059
C9 0.83780 -0.48739 4.55663
C10 -1.74678 -1.14148 2.65451
C11 -1.52770 -2.40262 3.20391
C12 -2.59116 -3.16356 3.66192
C13 -3.88683 -2.67436 3.56137
C14 -4.11219 -1.42667 2.99970
C15 -3.04588 -0.66480 2.54249
Sb2 3.17339 1.23847 -1.54013
C16 2.64647 -0.85264 -1.17807
C17 1.71772 -1.47332 -2.02113
C18 1.23250 -2.74867 -1.73581
C19 1.64102 -3.40643 -0.58743
C20 2.62102 -2.83145 0.21029
C21 3.13805 -1.57853 -0.10271
C22 4.74604 1.21696 -0.04408
C23 4.78773 2.08817 1.04008
C24 5.78252 1.96639 2.00202
C25 6.76990 1.00359 1.86318
C26 6.78188 0.18471 0.74248
C27 5.77140 0.28553 -0.20191
H1 1.46282 3.20464 -0.80063
H2 0.65404 1.67314 -0.69187
H3 1.73542 3.33248 1.46935
H4 2.33471 1.69136 1.59524
H5 -0.63324 2.46111 1.59468
H6 0.37871 2.06683 2.99838
H7 3.17100 -0.47224 2.09996
H8 4.64369 -0.25653 4.02225
H9 3.71222 -0.19618 6.31920
H10 1.26790 -0.38327 6.64879
H11 -0.23239 -0.53530 4.71558
H12 -0.51406 -2.78272 3.27929
H13 -2.40522 -4.13746 4.09518
H14 -4.71849 -3.26541 3.92000
H15 -5.12259 -1.04772 2.91841
H16 -3.22198 0.31132 2.10450
H17 1.47482 -1.02070 -2.97295
H18 0.54735 -3.22580 -2.42287
H19 1.24999 -4.38607 -0.34737
H20 3.00620 -3.36304 1.07179
H21 3.95095 -1.18322 0.48761
H22 4.05897 2.88293 1.13051
H23 5.77306 2.61905 2.86551
H24 7.54280 0.90750 2.61347
H25 7.56965 -0.54533 0.61142
H26 5.78575 -0.35885 -1.07486
O1 -2.30271 -1.10037 -0.66755
C28 -3.62561 -1.14438 -0.56227
C29 -4.28273 -2.36521 -0.43346
C30 -5.65897 -2.40883 -0.34385
C31 -6.40221 -1.23294 -0.40423
C32 -5.75986 -0.01901 -0.51167
C33 -4.36255 0.05290 -0.57047
C34 -3.66801 1.32696 -0.61927
N1 -2.35227 1.55313 -0.48682
C35 -2.16450 2.91547 -0.59145
C36 -3.36042 3.52015 -0.77113
N2 -4.29139 2.51157 -0.78042
H27 -3.68733 -3.26771 -0.40279
H28 -6.16013 -3.36033 -0.23071
H29 -7.48108 -1.27139 -0.35715
H30 -6.35743 0.88338 -0.53509
H31 -1.18686 3.35901 -0.53649
H32 -3.62301 4.55304 -0.90447
H33 -5.27835 2.63121 -0.92781
C37 0.70022 1.13518 -5.88440
C38 -0.72548 0.78750 -5.43397
C39 -1.11644 -0.62301 -5.90598
C40 -1.71485 1.82181 -5.98301
C41 -0.76188 0.76341 -3.96867
C42 -0.72790 0.67166 -2.75902
H34 0.77220 1.07700 -6.97078
H35 1.42395 0.44734 -5.44570
H36 0.95790 2.14782 -5.57366
H37 -1.10612 -0.68216 -6.99472
H38 -2.11762 -0.87335 -5.55407
H39 -0.42026 -1.36418 -5.51183
H40 -1.68877 1.81929 -7.07319
H41 -1.45743 2.82226 -5.63499
H42 -2.73148 1.59469 -5.66103

=====

> Number 1 is which compound?

C39H95O15PS